Molecular formula: C37H75BN3O6P
Method: DFT, the ωB97M-V functional and the def2-TZVPD basis

Calculated values
LUMO level (alpha / beta), eV: -3.82 / -3.82
Calculated total energy, Eh: -2436.2809
2S+1: 4
HOMO-LUMO gap (alpha / beta), Eh: 0.216 / 0.251
HOMO (alpha / beta), Ha: -0.356 / -0.391
Net charge: +1

Geometry (Å):
H (-4.64863, 1.80964, -0.53181)
H (-2.22999, -3.31789, 2.67037)
H (2.94089, -3.76844, 1.71658)
H (-1.01305, 5.29023, -5.26553)
C (3.90323, 1.01471, -2.01409)
H (4.42621, -0.97343, -4.82505)
H (-2.95386, -4.52463, 0.14629)
H (-1.69383, -6.70672, 3.14307)
H (6.00758, 1.46126, -2.51201)
H (-5.16879, -7.29938, 1.23995)
C (-3.70419, -1.17212, -0.00281)
C (-0.59295, 3.81808, -2.72090)
H (6.10966, -0.76168, -1.45796)
H (3.59369, -2.69670, 4.46380)
H (0.45543, 2.07369, -2.04129)
H (-2.96781, 1.98511, -0.05893)
N (3.07523, -0.03185, -2.68571)
H (-0.86016, -4.23721, 2.08921)
H (-4.75990, 2.22386, 3.98894)
H (-1.16919, 2.19452, -1.38543)
C (0.74365, -3.98547, 4.11830)
H (3.06881, -3.34002, -3.50458)
C (1.44524, -2.64406, 3.99078)
H (-1.82360, 7.55647, -2.57897)
H (-0.71768, 4.48331, -0.67036)
C (-2.17977, 1.24110, 3.99425)
H (4.85342, 2.57012, -3.23464)
H (-2.37890, 6.36292, -1.42740)
H (-1.14894, 1.21627, 3.63742)
C (5.01852, 1.52774, -2.96597)
C (-5.34901, 0.15951, 1.28168)
H (7.28952, -6.57893, 3.43991)
O (1.91344, -0.11152, -2.12384)
H (1.38280, -2.16350, 4.96319)
H (-0.93386, 1.70714, -3.06762)
C (-2.23581, 5.63704, -3.44979)
H (-3.29531, -5.55777, 4.26435)
H (-4.15872, 5.23813, -4.37349)
C (-0.29685, 6.20433, -1.88265)
H (1.06201, -4.49717, 5.02026)
H (3.16787, -1.78996, 3.05477)
H (5.04857, 0.99470, -3.91102)
O (4.77031, -3.87102, 2.66921)
B (-3.63464, -5.77746, 1.45743)
H (0.40181, 6.51160, -2.66561)
H (3.70772, 0.37873, 0.03275)
O (4.90351, -4.32142, 0.45489)
H (-3.92545, -2.03765, 0.62849)
H (-2.28502, 2.09252, 4.66391)
C (4.25079, -1.87876, -1.49888)
H (-6.62611, 1.21453, 2.65748)
H (-2.67780, -1.25657, -0.36436)
C (-1.72967, 6.50645, -2.29740)
H (-4.73322, 0.47215, 3.98832)
H (2.29664, 2.01073, -0.92676)
H (0.90287, 4.49798, -1.33550)
H (5.20142, 1.22056, -0.31529)
H (-2.36113, 6.33548, -5.52502)
C (6.77509, -5.66775, 3.17664)
H (3.01258, -4.82420, 3.11651)
C (2.92994, -2.69397, 3.60602)
H (-0.03980, 6.79084, -0.99867)
H (-4.27808, 5.71078, -2.67503)
H (3.43985, -2.09103, -0.79540)
C (-3.92188, 0.14755, 0.73026)
H (-5.68284, -5.99732, 2.32917)
C (3.33210, -3.85983, 2.72541)
P (-2.54632, -5.59873, 3.08833)
C (4.50333, 0.48170, -0.71302)
H (-3.89186, 6.91734, -3.89447)
C (-0.13873, 4.71957, -1.56998)
H (-5.58819, -5.74363, 0.58696)
H (5.69135, -0.93612, -3.59012)
H (2.55153, 2.60973, -2.57118)
H (0.93210, -4.62922, 3.26598)
H (6.66480, -4.91054, 3.93211)
H (0.08069, 3.37934, -4.74925)
H (-3.38459, 0.85804, -1.28460)
N (-1.96751, 4.18774, -3.18487)
O (-2.73127, -0.83127, 2.43535)
C (-1.53270, -4.11590, 2.93043)
H (3.69737, 3.01206, -1.28715)
O (-2.84916, 3.71991, -2.36989)
H (-1.90100, 2.79796, 1.73645)
C (-3.72748, 1.26269, -0.33407)
C (-5.62838, 1.32268, 2.22930)
H (4.77265, -2.82188, -1.65737)
H (0.89872, -1.99639, 3.31136)
O (-2.96548, -5.47532, 0.31228)
H (-2.85212, 3.52110, 3.02717)
C (-0.79514, -3.76689, 4.23459)
C (0.43453, 3.90974, -3.86432)
H (-0.95909, -2.72294, 4.46690)
H (1.36857, 3.44296, -3.55288)
H (6.77038, -6.07073, 1.11484)
H (-0.95004, 6.94702, -4.67745)
C (4.77134, -1.42949, -3.89610)
H (-4.37205, -1.21159, -0.86172)
C (-3.15568, 1.38779, 2.83336)
N (-2.92010, 0.30009, 1.83189)
H (1.82091, -2.53011, -2.56906)
C (6.33461, -5.50217, 1.91756)
C (-4.59349, 1.35319, 3.35297)
H (0.67985, 4.93085, -4.14861)
H (-6.05094, 0.17927, 0.44685)
C (-1.59560, 6.07625, -4.79536)
C (-0.56804, 2.36369, -2.27608)
H (-5.63294, 2.26809, 1.68166)
H (-5.53748, -0.77707, 1.81962)
C (2.60568, -2.37446, -3.30700)
H (-2.36313, 0.34056, 4.57821)
C (-3.73282, 5.88005, -3.60159)
C (3.66747, -1.39597, -2.82224)
H (-1.17332, -4.33656, 5.07771)
H (2.14284, -2.02388, -4.23074)
C (5.19695, -0.86477, -0.86453)
C (5.28140, -4.52032, 1.58403)
C (-5.11441, -6.22803, 1.43506)
H (5.03531, -2.46315, -4.11583)
H (-3.62761, 3.10727, 1.52145)
C (3.05216, 2.22702, -1.68042)
C (-2.87288, 2.77752, 2.23158)
H (5.51099, -1.22845, 0.11601)

=====

Molecular formula: C18H32N5NdO9PS
Method: DFT, the ωB97M-V functional and the def2-TZVPD basis

Calculated values
LUMO level (alpha / beta), eV: -1.94 / -1.94
Calculated total energy, Eh: -2956.9484
2S+1: 4
HOMO-LUMO gap (alpha / beta), Eh: 0.351 / 0.352
Relative energy (zero: lowest compared OMol25 entry of this formula, charge and spin), kJ/mol: 151.0
HOMO (alpha / beta), Ha: -0.422 / -0.423
Net charge: +1

Geometry (Å):
O (-0.00114, -1.88535, -0.08480)
H (-2.08473, -3.29038, 2.64902)
C (2.86156, 1.68988, 0.17789)
H (-1.02331, 2.85137, 1.69796)
C (-2.61514, 1.21390, -3.50214)
C (-2.97877, 3.53566, -3.01043)
H (-2.86952, 0.32790, -4.06420)
H (-2.58499, 2.35488, 2.24746)
C (-1.32540, -0.54664, 4.66417)
O (-0.07754, 3.31979, 0.28830)
H (3.80967, -0.42262, -2.24860)
N (-1.77060, 0.52791, 3.79434)
H (0.79794, 0.59758, 3.59298)
N (-1.58980, 2.34325, 2.38759)
H (-1.26370, -2.68102, 4.74284)
H (3.18105, 2.85114, -1.64705)
O (3.83780, -2.97035, -1.62267)
C (-4.37705, 2.45169, -4.78413)
O (-0.41847, 0.93017, 0.13127)
H (4.60120, -3.08657, 0.67686)
H (-0.12925, -1.99875, 3.58674)
O (0.56488, -1.08853, 1.87758)
H (2.34884, 0.16704, -3.11953)
H (-4.16580, 3.22640, -5.51811)
P (2.36717, -2.72735, -0.98083)
H (-2.76412, 0.56127, 3.62090)
C (-1.31950, 2.30074, -1.82410)
C (2.87892, -0.71610, -2.74727)
H (-5.33413, 2.68862, -4.32128)
O (1.96603, -1.34288, -1.81201)
H (2.10175, 3.63524, -0.41509)
H (3.09097, -1.39618, -3.57504)
C (2.44249, 2.69932, -0.86134)
H (-3.51538, 4.45538, -3.18151)
C (-3.30129, 2.40036, -3.74858)
H (-3.13123, -1.94293, 3.10396)
N (0.31117, 1.41405, 3.25225)
H (-4.45374, 1.49729, -5.29649)
H (4.39777, -1.68886, 1.75217)
Nd (1.44514, -0.14105, 0.07785)
C (-0.30992, -1.53208, 1.07959)
C (4.27753, -4.25075, -2.04784)
H (-0.38152, -0.25820, 5.12853)
O (2.89060, -1.92254, 0.39998)
N (-2.60670, -2.00309, 0.38930)
O (3.56237, 0.71448, -0.17577)
H (0.85254, 2.00614, 2.62678)
H (-1.70687, 4.35928, -1.48207)
H (3.39448, -3.15749, 1.99252)
C (-2.10726, -2.21327, 2.82973)
C (-1.79117, -1.51353, 1.48537)
C (-1.97972, 3.49103, -2.05737)
N (1.30963, 1.91162, -1.37165)
H (-1.99382, -0.43730, 1.56609)
O (2.17405, 1.61668, 1.24511)
C (3.87738, -2.51084, 1.25624)
H (-3.47644, -2.39285, 0.73550)
C (-1.14171, -1.91492, 3.97729)
S (-0.04188, 2.17416, -0.60594)
H (-1.08702, 0.24257, -2.31814)
H (-2.07632, -0.62503, 5.45361)
C (-1.00938, 1.38708, 3.10859)
H (-2.11167, -2.71365, -0.13595)
C (-1.62199, 1.15796, -2.54220)
H (4.46685, -4.21087, -3.11936)
H (3.52798, -5.01612, -1.85247)
H (5.20025, -4.50369, -1.52245)

=====

Molecular formula: C30H34NO8PbS
Method: DFT, the ωB97M-V functional and the def2-TZVPD basis

Calculated values
LUMO level, eV: 1.83
Calculated total energy, Eh: -2411.2784
HOMO-LUMO gap, Eh: 0.208
HOMO, Ha: -0.140
Net charge: -1

Geometry (Å):
H (1.12890, 2.66893, -1.40675)
C (-2.87028, -0.49923, 2.17660)
H (-2.10752, -3.16152, -7.17633)
H (-2.57614, 0.02772, 4.33909)
H (-0.75145, -1.02037, 8.39652)
H (1.20033, -2.73563, 3.59215)
O (1.63581, -0.87076, -6.71425)
H (-1.08283, -1.18007, -0.97901)
H (-1.25079, 3.55608, -1.24056)
C (1.96329, -0.65419, 3.90110)
C (-0.57537, 0.19934, 6.61320)
C (1.57387, -0.96095, -5.37160)
C (0.86162, 2.17626, -2.35206)
O (-1.27196, -0.77533, -6.83518)
O (-0.81271, 0.88113, -1.14511)
C (1.56565, -1.46888, 1.78728)
H (0.66952, 0.46481, 9.79132)
H (2.06600, -0.60517, 4.98798)
H (3.09233, -2.31525, -7.03934)
H (-3.55344, 0.27726, 1.83098)
C (-1.10943, 0.97442, -3.58136)
C (-1.60854, -2.42882, 2.28645)
C (-0.32880, -0.11572, 7.95280)
C (2.91715, -1.24608, -7.20835)
H (2.29764, 0.39447, 0.73289)
H (-2.07412, 1.39237, -3.91278)
C (-1.34158, -0.45662, -3.03277)
Pb (-0.49518, 0.90345, 1.45136)
C (-0.12530, -1.26239, -3.48538)
C (1.05322, 1.87634, 8.19737)
C (-2.36841, -0.63834, 3.50688)
H (0.75254, 1.44483, -4.69230)
C (0.47716, 0.71875, 8.74440)
H (1.69031, 2.54030, 8.76958)
C (1.52138, -1.78639, 3.16202)
C (-0.01675, 1.37013, 6.07463)
H (-1.12502, -2.22087, 4.46842)
C (-0.02918, 1.90745, 4.68421)
C (0.79097, 2.16334, 6.86173)
H (-0.67447, 1.12719, -5.71229)
H (-2.56255, 2.71900, -2.12799)
C (-1.60778, -1.82964, 3.57043)
H (-1.18040, -0.43465, 5.97876)
C (-1.50629, 3.01748, -2.16064)
C (-2.41178, -1.63151, 1.42649)
H (2.65937, 1.36689, 3.23398)
H (-2.23779, -0.90892, -3.47977)
H (1.07843, 2.88950, -3.16072)
O (-0.71606, 1.37418, 3.74046)
H (1.29943, -2.12853, 0.96276)
H (0.73963, -1.08290, -2.83354)
H (-0.52046, -2.93222, -7.95327)
N (0.75386, 2.96718, 4.52494)
C (-1.03186, -3.32375, -7.06884)
O (2.50927, -1.32044, -4.67884)
C (2.05281, -0.12369, 1.66196)
H (-1.10618, -3.35264, 2.01322)
O (2.90851, 3.34801, 5.83365)
H (-2.56570, -0.21688, -1.27808)
H (-1.37594, 3.70462, -3.00896)
O (0.94299, 4.74834, 6.40349)
H (-2.69988, -1.87776, 0.40528)
H (1.50544, 1.29280, -2.46980)
H (3.70739, -0.67210, -6.71439)
C (0.17942, -0.66412, -4.86080)
S (1.47920, 3.50089, 5.91909)
C (-0.61800, 1.79746, -2.34815)
O (-0.53370, -2.68321, -5.89941)
C (-0.16387, 0.84773, -4.78538)
C (-1.50514, -0.33497, -1.54126)
C (-0.63575, -1.34326, -5.95829)
H (-0.30188, -2.34373, -3.55191)
H (2.89045, -1.03243, -8.27401)
H (-0.81276, -4.37333, -6.93227)
C (2.27918, 0.37460, 2.98827)

=====

Molecular formula: C2H3NOS
Method: DFT, the ωB97M-V functional and the def2-TZVPD basis

Calculated values
LUMO level (alpha / beta), eV: 0.78 / -3.23
Calculated total energy, Eh: -606.0004
2S+1: 3
HOMO-LUMO gap (alpha / beta), Eh: 0.225 / 0.265
Relative energy (zero: lowest compared OMol25 entry of this formula, charge and spin), kJ/mol: 286.6
HOMO (alpha / beta), Ha: -0.196 / -0.383

Geometry (Å):
O (2.98622, -1.19706, -0.03210)
C (0.21854, 0.50253, -0.06732)
C (2.04052, -0.45870, -0.03873)
H (-0.32605, 1.02804, 0.81884)
H (-0.23074, 0.72032, -0.96852)
H (0.36625, -1.60618, -0.00685)
S (1.88661, 1.29885, 0.02019)
N (0.75021, -0.71001, 0.08625)

=====

Molecular formula: C4H8OS
Method: DFT, the ωB97M-V functional and the def2-TZVPD basis

Calculated values
LUMO level, eV: -0.38
Calculated total energy, Eh: -630.4413
HOMO-LUMO gap, Eh: 0.267
Relative energy (zero: lowest compared OMol25 entry of this formula, charge and spin), kJ/mol: 508.4
HOMO, Ha: -0.281

Geometry (Å):
H (-1.54866, -2.39129, 0.91605)
O (-1.54684, 0.45841, -0.02018)
C (-0.95699, -0.46061, 0.63618)
H (-0.08624, -2.22686, -0.03087)
H (-0.34282, 1.87436, 1.05481)
C (-1.19801, 1.79563, 0.36065)
C (2.97279, 0.06359, -0.77077)
H (2.70738, -0.65279, -1.45989)
H (-0.51978, 2.14661, -0.48868)
H (-1.86892, -1.93744, -0.67603)
H (3.97221, 0.09951, -0.25280)
S (1.71197, 0.68029, 0.02557)
C (-1.19650, -1.81942, 0.18527)
H (-2.09959, 2.37002, 0.52069)

=====

Molecular formula: C5H6O
Method: DFT, the ωB97M-V functional and the def2-TZVPD basis

Calculated values
LUMO level, eV: 0.91
Structure (SMILES): C#CCCC=O
Calculated total energy, Eh: -269.2799
HOMO-LUMO gap, Eh: 0.397
Relative energy (zero: lowest compared OMol25 entry of this formula, charge and spin), kJ/mol: 174.1
HOMO, Ha: -0.363

Geometry (Å):
C (2.82948, 0.21868, 0.13932)
H (-0.13205, 1.00456, -1.08641)
H (-0.25422, -1.04726, 1.21106)
C (1.67335, 0.26891, -0.19214)
C (-0.58823, -0.13627, 0.69751)
O (-2.57339, -0.02196, -0.65456)
H (0.20223, -0.70417, -1.25108)
H (3.84751, 0.20664, 0.45609)
C (-2.06409, -0.24726, 0.41720)
C (0.26016, 0.13432, -0.54920)
H (-2.68684, -0.54451, 1.28931)
H (-0.46075, 0.66980, 1.43528)